Entry 1:
C28H25Cl3N4O9S3V | ωB97M-V/def2-TZVPD

```
73
Properties=species:S:1:pos:R:3:lowdin_spin:R:1
H -1.95752 3.76741 1.82989 0.000
O -4.38636 0.59037 -2.61582 0.001
H 4.26215 -1.74656 -1.34616 0.000
O 4.75443 -0.19874 0.56924 0.000
H 3.31955 -0.62040 -2.35236 0.000
N 0.22437 -1.65161 -0.27741 0.000
C 1.12609 -1.22561 -1.14099 0.012
H 6.30718 1.18677 0.46455 0.000
H 1.42695 3.18983 1.48009 0.000
H -2.55566 -3.01126 1.48359 0.001
C 4.64719 1.01011 3.41746 0.000
C -3.85838 3.13870 -1.48427 0.000
C 5.29042 2.90030 2.28367 0.000
H -2.94228 -2.50890 -2.60755 0.000
C 2.73521 1.81109 0.48496 0.000
C 5.78107 0.58393 1.20684 0.000
N -2.69326 -2.68719 -0.55392 -0.005
H 5.71948 3.48141 1.47378 0.000
H 4.64277 4.49804 3.64688 0.000
C -2.50148 3.59269 0.91155 0.000
N 2.35688 -1.29553 -0.63845 0.006
C -3.19795 4.62750 0.28269 0.000
Cl 4.37694 -0.64577 3.82885 0.000
C 2.03136 2.99851 0.60465 0.000
O -0.42176 0.96817 -0.15066 -0.001
C -3.18310 2.10622 -0.87262 0.001
C 0.93753 -2.01262 0.86816 0.003
H 0.90811 -0.86695 -2.13599 0.001
O -2.11410 -0.10415 -1.98422 0.020
C -2.48921 2.33198 0.35661 0.000
C 5.24397 1.46838 2.28922 0.000
Cl 4.53445 2.24380 -3.06551 0.000
O -3.81091 -0.30740 -0.35872 0.002
C 2.87886 3.69932 -1.53744 0.000
C 3.59391 -0.88870 -1.33345 0.000
C 2.25210 -1.79808 0.65502 0.001
H 5.19485 0.42776 -1.34781 0.000
C 4.73470 3.45106 3.39237 0.000
H -3.21229 5.61020 0.73880 0.000
C -4.87259 -4.36094 -0.55703 0.009
H 0.45312 -2.38535 1.75309 0.000
O -1.80634 -0.14916 1.39117 0.014
S 4.13444 2.25579 4.45658 0.000
C -4.18596 -4.11024 0.61828 0.000
H -4.94461 -3.99613 -2.66383 0.000
C -3.85002 4.41005 -0.90863 0.000
C 4.33393 0.26448 -0.69725 0.000
H -5.80235 -6.20832 1.11425 0.000
O -6.90138 -4.96750 -1.58515 0.002
H -0.29751 -4.59712 -2.29798 0.000
C 2.10590 3.92701 -0.41272 0.000
O -0.67352 1.87239 2.16373 0.000
C -6.17359 -5.14215 -0.63473 0.001
H -4.37015 5.22192 -1.40100 0.000
C -3.09988 -3.26255 0.58125 0.012
S -3.46620 0.50516 -1.54347 0.005
H -0.21502 -5.26983 -0.94269 0.000
C 3.58447 2.51198 -1.62204 0.000
C 3.53444 1.54622 -0.61889 0.000
H -7.32813 -6.48679 0.35424 0.000
C -3.31886 -2.98010 -1.71219 0.007
H -4.49021 -4.52457 1.56929 0.000
N -6.45707 -5.98419 0.38898 0.000
S -1.25164 1.24106 1.03225 0.005
H 2.93599 4.43124 -2.33147 0.000
H 6.48267 -0.13640 1.62024 0.000
V -1.68295 -0.98859 -0.34200 1.902
C -4.41592 -3.80263 -1.74141 -0.001
H 2.66595 1.07379 1.27787 0.000
Cl 1.19757 5.41187 -0.29027 0.000
O -0.49919 -4.45324 -1.36706 0.000
H -4.39804 2.94261 -2.40172 0.000
H 3.11640 -1.92383 1.28478 0.000
```

Values from the calculation:
Relative energy (zero: lowest compared OMol25 entry of this formula, charge and spin)   0.475 eV
2S+1   3
HOMO energy (spin up / spin down)   -0.39906 / -0.39906 hartree
Largest force on an atom   1.108 eV Å⁻¹
LUMO (spin up / spin down)   -3.29 / -3.38 eV
Expectation value of S²   2.010
Net charge   +1
Gap between HOMO and LUMO (spin up / spin down)   7.6 / 7.5 eV


Entry 2:
C28H25ClFeSi | ωB97M-V/def2-TZVPD

```
56
Properties=species:S:1:pos:R:3:lowdin_spin:R:1
H -4.72770 -1.26436 1.88372 0.000
C -2.09507 -0.09245 -1.97552 0.000
H 1.35598 2.38082 -0.43170 0.002
C 0.50232 2.73123 0.15162 0.016
H 1.03158 1.15545 -4.66017 0.005
C 3.90889 -0.57377 3.14139 0.011
H -0.78624 5.66895 1.35297 0.001
H 2.69105 -0.59657 -1.01481 0.000
H 0.09911 -2.11234 2.73577 0.001
C -1.70233 -1.72690 -3.57427 0.079
H -2.44144 4.05322 2.29446 0.000
C -1.60893 3.69266 1.69191 0.001
H 3.43981 1.37467 3.93246 0.000
H 2.18491 -2.14732 0.68068 0.003
Si -0.02130 -0.08532 0.57622 0.221
C 0.35671 4.10814 0.36720 -0.001
H 2.55138 -2.55468 -2.88949 0.006
C 3.14582 0.59206 3.23272 0.001
C 1.71041 -0.94556 -4.20340 0.058
C -3.66839 -1.47150 2.05145 -0.001
H 1.42903 1.68728 2.54685 0.001
C -0.95573 -1.93353 2.51402 0.012
C 2.41891 -1.37162 1.40933 0.010
C -0.40652 1.81686 0.70695 0.053
C 1.36473 0.41093 -3.93572 0.103
C 1.69338 0.70723 -2.57201 0.017
H 1.74512 1.69517 -2.12242 0.004
H 1.07696 4.80156 -0.06589 0.000
H -1.39856 1.61721 -3.26787 0.003
H -1.61119 -3.57892 3.75591 0.000
H -2.55420 -2.25863 -1.57315 0.005
H -2.16367 1.62822 1.96559 0.002
C -1.33646 -0.92494 1.61151 0.019
H -1.67387 -2.68894 -4.08111 0.004
C -1.45899 2.31003 1.48877 0.019
C -3.28184 -2.51648 2.89336 0.009
C -1.92085 -2.75098 3.11498 0.000
C 3.54760 -1.55197 2.21567 -0.001
C -2.70196 -0.67571 1.42293 0.008
C -0.69200 4.59805 1.15370 0.015
C -2.15405 -1.50828 -2.24546 0.089
Fe -0.01531 -0.47358 -1.89787 3.704
H -2.57757 0.42070 -1.15485 0.001
H -1.06492 -0.31244 -5.17156 0.006
Cl 0.14746 -2.24664 -0.63748 0.220
H -4.03457 -3.14340 3.37534 0.001
H 4.78108 -0.71766 3.77976 0.001
C 2.19696 -0.52395 -1.98199 0.002
C 1.60696 -0.23128 1.52658 0.024
H -3.04414 0.14277 0.78665 0.000
H 4.13565 -2.46450 2.11847 0.000
H 1.65509 -1.44623 -5.17154 0.002
C -1.34374 -0.47649 -4.13327 0.105
C 2.19139 -1.53187 -3.01108 0.101
C -1.52785 0.54329 -3.14543 0.044
C 2.00108 0.76232 2.43913 0.014
```

Values from the calculation:
2S+1   6
HOMO energy (spin up / spin down)   -0.08240 / -0.15204 hartree
Largest force on an atom   3.448 eV Å⁻¹
LUMO (spin up / spin down)   3.00 / 2.97 eV
Expectation value of S²   8.789
Net charge   -1
Gap between HOMO and LUMO (spin up / spin down)   5.2 / 7.1 eV


Entry 3:
C28H25IrNO7P | ωB97M-V/def2-TZVPD

```
63
Properties=species:S:1:pos:R:3:lowdin_spin:R:1
H -6.72865 -2.80982 -2.71212 0.000
C -4.05042 -2.70592 2.72388 0.000
H -4.99613 -3.13770 -0.98258 0.000
C 3.61570 2.28219 0.65271 0.000
H -4.40474 -3.50196 3.36612 0.000
C -1.03428 2.35830 3.47429 -0.003
H 4.71700 -0.19074 1.25197 0.000
C -2.93732 -1.99329 0.71646 0.000
O 0.13472 1.59071 -1.06653 0.019
O -1.00592 -1.40902 -1.21053 -0.005
O 1.54817 -0.93023 -1.53297 0.750
C -0.28167 0.28049 2.59195 -0.001
C -0.66924 -6.60689 -0.74039 0.000
O 2.17106 0.39232 0.82710 -0.007
H -0.11647 -3.52471 0.57076 0.000
C 4.42661 -0.06703 0.20473 0.000
C -1.64785 -4.01935 -0.86303 0.000
C 3.25553 0.90395 0.10289 -0.002
O 0.02436 -1.83863 3.61234 -0.001
H 3.90067 2.19992 1.70560 0.000
C -0.57177 -4.31396 -0.02157 0.000
H -4.68072 -1.14525 4.04888 0.000
C -0.33077 2.52296 -0.29726 -0.001
H 5.29255 0.29015 -0.36129 0.000
C -5.43058 -1.70513 -4.01970 0.000
C 0.09015 -1.19543 2.57631 0.000
H -3.92955 -0.62003 -5.10323 0.000
H -3.82191 0.67253 2.60819 0.000
H -2.17536 -7.08687 -2.19198 0.000
C -3.41736 -3.01492 1.52767 0.000
C -4.75807 -2.60474 -1.89624 0.000
H 4.11717 -1.03435 -0.19040 0.000
O -0.61784 3.65929 -0.63931 -0.001
H 0.74769 -5.84123 0.68264 0.000
P -2.15603 -2.29454 -0.87667 -0.001
C -3.09377 -0.66344 1.10418 0.000
H -1.18636 3.95354 1.99953 0.000
H -6.19507 -1.55044 -4.77092 0.000
Ir 0.55692 -0.21871 -0.12848 0.246
H -2.67718 0.11695 0.47854 0.000
H -0.28452 -7.61830 -0.69477 0.000
C -0.08890 -5.61063 0.03620 0.000
H 2.99854 1.00460 -0.95785 0.000
H -0.70638 0.56145 4.65863 0.000
C -5.73203 -2.41488 -2.86325 0.000
C -3.72505 -0.35987 2.29777 0.000
C -0.95255 2.91749 2.20078 0.000
C -3.47712 -2.09286 -2.09017 0.000
H 4.44685 2.72938 0.09922 0.000
H 2.75339 2.94774 0.58115 0.000
C -0.68284 1.02898 3.68411 0.001
H -1.35744 2.96834 4.30868 0.000
H -2.18194 -0.96847 -3.36579 0.000
C -2.22387 -5.01352 -1.64357 0.000
C -4.20391 -1.38244 3.10626 0.000
C -4.15919 -1.18428 -4.20873 0.000
O 0.39516 -1.66034 1.40882 0.011
H -3.04700 -4.77587 -2.30657 0.000
C -0.53600 2.11197 1.15788 -0.002
C -1.73225 -6.31109 -1.58040 0.000
H -3.27387 -4.05012 1.24246 0.000
N -0.27632 0.83067 1.38697 -0.001
C -3.17780 -1.37799 -3.24569 0.000
```

Values from the calculation:
Relative energy (zero: lowest compared OMol25 entry of this formula, charge and spin)   0.240 eV
2S+1   2
HOMO energy (spin up / spin down)   -0.14924 / -0.13386 hartree
Largest force on an atom   0.864 eV Å⁻¹
LUMO (spin up / spin down)   2.37 / 2.37 eV
Expectation value of S²   0.759
Net charge   -1
Gap between HOMO and LUMO (spin up / spin down)   6.4 / 6.0 eV


2S+1 of number 2 (C28H25ClFeSi)?
6


Among the records above, which one has the lowest largest force on an atom?
C28H25IrNO7P